(1)
This record from the Open Molecules 2025 dataset describes C6H12O in the gas phase. The level of theory is ωB97M-V/def2-TZVPD.

Last column: Löwdin charge in e.
Element x y z (Å)
C: 2.4097 0.1046 -0.2319  -0.04
C: 1.0706 -0.3326 0.3392  -0.44
O: 1.2846 -0.6331 1.7112  -0.03
C: 0.0186 0.7438 0.1878  -0.23
C: -0.7005 0.9447 -1.1157  -0.08
C: -1.4607 0.4488 0.0825  -0.30
C: -2.0321 -0.9526 0.0845  -0.07
H: 2.3229 0.2857 -1.3082  0.08
H: 3.1654 -0.6691 -0.0650  0.08
H: 2.7495 1.0262 0.2527  0.09
H: 0.7476 -1.2410 -0.1965  0.14
H: 0.4168 -0.7886 2.1056  0.09
H: 0.2806 1.6475 0.7380  0.15
H: -0.5098 0.2204 -1.9070  0.11
H: -0.8702 1.9582 -1.4677  0.10
H: -2.1077 1.1850 0.5579  0.13
H: -1.3662 -1.6650 -0.4137  0.07
H: -2.9877 -0.9695 -0.4517  0.08
H: -2.2170 -1.3196 1.1012  0.08

- Kohn-Sham gap: 11.09 eV
- M: 100.2 g/mol
- Highest occupied orbital energy: -0.37009 Ha
- Structure (SMILES): C[C@@H]1C[C@@H]1[C@@H](C)O
- LUMO level: 1.01 eV
- 2S+1: 1

=====

(2)
This record from the Open Molecules 2025 dataset describes a molecular structure, C17H27LiN3OS4SbSe. The level of theory is ωB97M-V/def2-TZVPD.

Last column: Löwdin charge in e.
Element x y z (Å)
Li: 0.6274 0.1452 0.7082  0.35
S: 1.6623 -3.9870 -2.0027  -0.40
Sb: 0.7085 -2.3048 -0.7799  -0.29
S: -1.6366 -2.3952 -0.6867  -0.28
S: 1.2909 -0.1228 -1.5184  -0.19
S: 1.4806 -2.1284 1.4545  -0.28
C: -2.9927 0.5400 1.8244  -0.02
C: -1.5712 0.1161 2.0985  -0.62
N: -1.3964 -1.1346 2.5610  0.12
O: -0.6330 0.8905 1.9014  -0.09
H: -3.5949 0.4636 2.7308  0.07
H: -3.4068 -0.1345 1.0720  0.07
H: -2.9959 1.5607 1.4481  0.06
H: -2.1371 -1.7771 2.3167  0.07
H: -0.4522 -1.5343 2.4126  -0.07
C: 1.4818 4.5921 -5.7382  -0.11
C: 0.4061 4.9277 -4.7126  -0.26
C: 0.8513 4.7398 -3.2668  -0.21
C: 1.0584 3.2905 -2.8427  -0.18
N: -0.1036 2.4508 -3.0862  -0.04
C: -1.1687 2.3807 -2.2448  -0.70
Se: -1.5820 3.5567 -0.8782  0.61
N: -1.8923 1.3002 -2.5952  -0.01
C: -3.0589 0.7892 -1.8918  -0.18
C: -4.3172 0.8861 -2.7386  -0.18
C: -4.7766 2.3248 -2.9740  -0.26
C: -5.4307 2.9450 -1.7452  -0.13
C: -1.2474 0.6107 -3.6058  -0.19
C: -1.5263 -0.6084 -4.1973  -0.01
C: -0.6385 -1.0497 -5.1629  -0.08
C: 0.4849 -0.2981 -5.5170  -0.09
C: 0.7696 0.9105 -4.9028  -0.04
C: -0.1139 1.3457 -3.9307  -0.23
H: 1.1532 4.8231 -6.7535  0.06
H: 1.7440 3.5346 -5.7186  0.05
H: 2.3953 5.1613 -5.5461  0.07
H: -0.4820 4.3148 -4.8922  0.10
H: 0.0920 5.9666 -4.8494  0.10
H: 0.1128 5.1763 -2.5930  0.05
H: 1.7978 5.2685 -3.1034  0.11
H: 1.2868 3.2306 -1.7767  0.11
H: 1.8918 2.8287 -3.3740  0.12
H: -3.1505 1.3945 -0.9916  0.05
H: -2.8198 -0.2349 -1.5771  0.03
H: -5.1028 0.3232 -2.2235  0.11
H: -4.1541 0.3835 -3.6954  0.10
H: -5.4712 2.3556 -3.8194  0.10
H: -3.9106 2.9316 -3.2567  0.09
H: -6.2829 2.3461 -1.4119  0.07
H: -5.7881 3.9564 -1.9488  0.06
H: -4.7178 3.0160 -0.9234  0.03
H: -2.3479 -1.2231 -3.8580  0.10
H: -0.7945 -2.0175 -5.6193  0.10
H: 1.1743 -0.6881 -6.2542  0.09
H: 1.6813 1.4464 -5.1287  0.09

- Total charge: -2
- Kohn-Sham gap: 5.42 eV
- M: 625.4 g/mol
- Highest occupied orbital energy: -0.04315 Ha
- LUMO level: 4.24 eV
- 2S+1: 1

=====

(3)
This record from the Open Molecules 2025 dataset describes a molecular structure, C20H12F5IN2O2SW. The level of theory is ωB97M-V/def2-TZVPD.

Last column: Löwdin charge in e.
Element x y z (Å)
W: -0.9553 -0.0779 0.7537  1.27
C: 3.3821 1.1067 2.2855  0.01
C: 3.0793 0.7737 0.8591  -0.24
N: 4.0656 0.7898 -0.0418  0.16
C: 3.8069 0.5203 -1.3129  -0.04
C: 2.5465 0.1975 -1.8290  -0.11
C: 2.3864 -0.0235 -3.3059  -0.16
O: 1.2816 -0.8947 -3.5349  -0.08
C: 1.5127 0.1549 -0.9062  -0.08
C: 0.0674 -0.1653 -1.1632  -0.22
N: -0.4577 -1.3119 -0.5838  -0.19
C: -0.6388 -2.6595 -0.9108  -0.30
C: 0.0218 -3.2731 -1.9660  0.04
C: -0.2095 -4.6227 -2.1962  -0.01
C: -1.0769 -5.3473 -1.3906  -0.02
C: -1.7457 -4.7385 -0.3272  -0.09
C: -1.5073 -3.4019 -0.1218  -0.55
I: -2.4402 -2.3235 1.4197  1.28
C: 1.8157 0.4507 0.4106  -0.19
O: 0.6962 0.4882 1.2807  -0.21
H: 4.4587 1.1795 2.4101  0.10
H: 2.9922 0.3485 2.9650  0.09
H: 2.9351 2.0640 2.5605  0.10
H: 4.6602 0.5501 -1.9824  0.14
H: 3.3101 -0.4464 -3.7069  0.14
H: 2.2208 0.9409 -3.7970  0.14
H: 1.1803 -1.0167 -4.4858  0.12
H: -0.4019 0.1876 -2.0737  0.13
H: 0.6975 -2.6903 -2.5802  0.11
H: 0.2978 -5.1150 -3.0141  0.13
H: -1.2493 -6.3970 -1.5845  0.13
H: -2.4279 -5.3044 0.2919  0.12
F: -3.4363 4.8957 4.4797  0.20
C: -3.1631 4.1482 3.4396  -0.10
C: -2.5289 2.9206 3.6231  -0.13
F: -2.1939 2.4924 4.8223  0.18
C: -2.2588 2.1836 2.4979  -0.17
F: -1.6171 0.9483 2.6385  -0.07
C: -2.5740 2.5674 1.2134  -0.45
S: -2.2209 1.5612 -0.2003  0.84
C: -3.1995 3.7974 1.0544  -0.22
F: -3.5253 4.2187 -0.1530  0.14
C: -3.4958 4.5826 2.1614  -0.11
F: -4.0912 5.7412 2.0010  0.19

- Total charge: +2
- Kohn-Sham gap (alpha / beta): 6.04 / 6.04 eV
- M: 750.1 g/mol
- Highest occupied orbital energy (alpha / beta): -0.54963 / -0.54963 Ha
- LUMO level (alpha / beta): -8.91 / -8.91 eV
- 2S+1: 1

=====

(4)
This record from the Open Molecules 2025 dataset describes 2 unconnected molecules or ions with the total composition C3H6BFO3 at a distorted geometry. The level of theory is ωB97M-V/def2-TZVPD.

Last column: Löwdin charge in e.
Element x y z (Å)
B: -1.7777 -0.1306 0.4329  -0.94
C: 1.6817 -0.2134 -1.3168  0.00
C: 1.8319 0.6160 -0.3135  -0.20
C: 1.1333 0.4479 0.8725  -0.15
O: -1.2587 -1.3885 0.7405  0.18
O: -3.1064 -0.1580 -0.0468  0.21
O: -1.1334 0.9232 0.3272  0.37
F: 1.3515 1.3291 1.8796  0.03
H: 2.2838 0.1220 -2.1965  0.07
H: 0.9608 -1.1631 -1.4016  0.12
H: 2.6258 1.3329 -0.4047  0.11
H: 0.7843 -0.4642 1.0599  0.07
H: -1.9470 -1.9412 0.4370  0.08
H: -3.4299 0.6879 -0.0697  0.05

- Kohn-Sham gap (alpha / beta): 7.81 / 7.14 eV
- M: 119.9 g/mol
- Highest occupied orbital energy (alpha / beta): -0.27129 / -0.39027 Ha
- Expectation value of S²: 2.026
- LUMO level (alpha / beta): 0.42 / -3.48 eV
- 2S+1: 3

=====

(5)
This record from the Open Molecules 2025 dataset describes 2 unconnected molecules or ions with the total composition CH2Cl2O at a distorted geometry. The level of theory is ωB97M-V/def2-TZVPD.

Last column: Löwdin charge in e.
Element x y z (Å)
C: -1.4747 0.7143 0.5588  -1.02
O: 2.0751 -0.6895 0.1732  -0.09
Cl: -1.6840 -0.7237 -0.3047  0.52
Cl: -1.9704 2.0160 -0.3895  0.54
H: 1.8803 -0.7631 -0.7249  -0.02
H: 1.1737 -0.5540 0.6871  0.07

- Kohn-Sham gap: 8.68 eV
- M: 100.9 g/mol
- Highest occupied orbital energy: -0.36841 Ha
- LUMO level: -1.35 eV
- 2S+1: 1

=====

(6)
This record from the Open Molecules 2025 dataset describes C4H7Cl2N in the gas phase at a distorted geometry. The level of theory is ωB97M-V/def2-TZVPD.

Last column: Löwdin charge in e.
Element x y z (Å)
C: 1.2120 0.3342 0.2423  -0.22
C: -0.2002 0.0807 0.5030  -0.42
C: -0.9025 -0.9206 -0.4857  -0.61
C: -0.7521 0.4980 1.6114  -0.63
H: 0.6232 1.3795 -1.7611  0.13
H: 1.1899 -0.2241 -1.8788  0.04
H: 1.4502 1.2787 0.8332  0.11
H: 2.0639 -0.4633 0.6723  0.17
H: -1.5470 -1.6695 0.0218  0.05
H: -0.3105 -1.5393 -1.2190  0.06
H: -0.1388 1.1460 2.2544  0.09
N: 1.4648 0.6689 -1.3386  -0.06
Cl: -2.0456 -0.4260 -1.7138  0.55
Cl: -2.1072 -0.1430 2.2588  0.74

- Kohn-Sham gap: 9.98 eV
- M: 140.0 g/mol
- Highest occupied orbital energy: -0.34150 Ha
- Structure (SMILES): NC/C(=C/Cl)CCl
- LUMO level: 0.69 eV
- 2S+1: 1